{
  "formula": "C31H25IO3PV",
  "method": "the ωB97M-V functional and the def2-TZVPD basis",
  "orbital_gap_ev": [7.38, 6.08],
  "e_homo_ev": [-10.22, -8.90],
  "spin_multiplicity": 2,
  "charge": 1,
  "elements": ["V", "I", "C", "C", "C", "C", "C", "C", "C", "C", "C", "P", "C", "C", "C", "C", "C", "C", "C", "C", "C", "C", "C", "C", "C", "H", "H", "H", "H", "H", "H", "H", "H", "H", "H", "H", "H", "H", "H", "H", "H", "C", "O", "C", "C", "C", "C", "C", "C", "O", "C", "O", "C", "H", "H", "H", "H", "H", "H", "H", "H", "H"],
  "positions_angstrom": [[0.306461, -1.083274, -0.043674], [3.015261, -1.036474, 0.099426], [3.990561, 0.903826, -0.014874], [5.359061, 0.789826, -0.056774], [6.181361, 1.921026, -0.087674], [5.602161, 3.154826, -0.069174], [4.200061, 3.298726, -0.035174], [3.682461, 4.609526, -0.016274], [2.337061, 4.832326, 0.023726], [1.479061, 3.733526, 0.038826], [1.930961, 2.427226, 0.018726], [0.505661, 1.257226, 0.029826], [-0.397639, 1.830426, 1.495326], [-1.779239, 1.650326, 1.537026], [-2.477239, 1.936726, 2.694226], [-1.798739, 2.367826, 3.824626], [-0.424239, 2.540426, 3.788826], [0.280961, 2.271826, 2.629926], [-0.398739, 1.874926, -1.433274], [-1.388739, 2.851726, -1.435974], [-1.993839, 3.211226, -2.629474], [-1.602139, 2.619226, -3.819374], [-0.598939, 1.663026, -3.824274], [-0.007739, 1.282026, -2.635074], [3.327661, 2.156726, -0.012874], [5.812261, -0.189474, -0.058774], [7.254561, 1.799826, -0.116274], [6.196961, 4.054426, -0.076874], [4.385561, 5.426626, -0.031074], [1.936161, 5.832526, 0.042926], [0.415561, 3.915226, 0.076226], [-2.292739, 1.291326, 0.652726], [-3.550939, 1.819926, 2.718826], [-2.343439, 2.560626, 4.736726], [0.100161, 2.880926, 4.668826], [1.354961, 2.406826, 2.602626], [-1.701339, 3.331226, -0.516474], [-2.773039, 3.958526, -2.627874], [-2.079939, 2.906126, -4.744474], [-0.281639, 1.216326, -4.754174], [0.778761, 0.524626, -2.625074], [-1.644739, -8.379574, 0.015126], [-0.712139, -7.316874, 0.020526], [-1.151839, -6.053074, 0.016126], [-2.509539, -5.675074, 0.019126], [-2.856639, -4.352774, 0.013026], [-1.911039, -3.302074, -0.002374], [-2.283239, -1.925274, -0.030874], [-3.708639, -1.436374, 0.003526], [-1.375539, -1.035074, -0.096374], [-0.514639, -3.693474, -0.019274], [0.426561, -2.816074, -0.077974], [-0.186339, -5.054974, 0.002326], [-1.052039, -9.291474, 0.013426], [-2.272639, -8.359974, -0.880374], [-2.277139, -8.365974, 0.907426], [-3.284839, -6.421974, 0.026126], [-3.908139, -4.115174, 0.018226], [-4.434239, -2.239074, -0.002774], [-3.885639, -0.793874, -0.859874], [-3.857839, -0.838474, 0.903726], [0.856861, -5.333674, -0.003174]],
  "forces_ev_per_a": [[4.362, 2.131, -0.028], [1.422, 0.649, -0.010], [0.030, -0.615, -0.006], [-0.574, -0.426, 0.027], [0.010, 0.356, 0.008], [0.141, -0.326, -0.011], [-0.053, -0.138, 0.003], [-0.320, -0.058, 0.013], [0.308, 0.045, -0.011], [0.181, -0.332, 0.001], [-0.335, 0.067, 0.065], [0.219, 2.580, 0.058], [-0.058, -0.180, 0.008], [0.076, 0.011, -0.112], [-0.091, -0.008, 0.101], [-0.046, 0.006, 0.017], [-0.024, -0.010, 0.118], [-0.010, -0.043, -0.176], [0.004, -0.322, 0.019], [0.011, -0.079, 0.064], [0.003, 0.028, 0.001], [-0.027, 0.040, -0.028], [0.033, -0.026, -0.142], [0.029, -0.048, 0.244], [0.015, 0.250, 0.027], [0.051, -0.084, 0.000], [0.013, 0.008, -0.003], [0.137, 0.070, -0.019], [0.065, 0.152, -0.005], [-0.041, 0.118, -0.001], [-0.026, 0.068, -0.003], [-0.066, 0.021, 0.106], [-0.072, -0.026, 0.018], [-0.037, 0.072, 0.053], [0.044, 0.021, 0.073], [-0.005, 0.020, 0.031], [0.002, -0.049, 0.004], [-0.055, 0.067, -0.008], [-0.012, 0.014, -0.063], [0.011, -0.062, -0.075], [-0.112, 0.111, -0.115], [-0.259, -0.275, 0.002], [0.256, 0.099, 0.014], [0.229, 0.833, -0.016], [-0.123, -0.083, 0.006], [-0.027, -0.077, 0.025], [0.707, 0.058, -0.036], [-1.337, -1.184, 0.184], [0.457, 0.090, -0.025], [-4.221, 0.494, -0.415], [-1.916, -1.649, -0.005], [1.199, -2.243, 0.045], [-0.033, -0.235, -0.023], [-0.048, 0.058, 0.002], [0.050, 0.041, 0.046], [0.049, 0.039, -0.043], [-0.104, -0.074, 0.005], [-0.071, 0.009, -0.001], [-0.016, -0.009, -0.001], [-0.033, 0.031, -0.016], [-0.044, 0.024, 0.027], [0.082, -0.019, -0.016]],
  "nbo_charge": [1.139, 0.287, -0.077, -0.218, -0.205, -0.172, 0.029, -0.150, -0.214, -0.155, -0.302, 0.861, -0.363, -0.219, -0.192, -0.185, -0.197, -0.193, -0.355, -0.219, -0.183, -0.187, -0.215, -0.144, -0.136, 0.234, 0.237, 0.226, 0.224, 0.233, 0.225, 0.227, 0.223, 0.228, 0.228, 0.225, 0.227, 0.226, 0.229, 0.228, 0.199, -0.258, -0.472, 0.354, -0.323, -0.111, -0.275, 0.426, -0.671, -0.625, 0.345, -0.717, -0.288, 0.212, 0.184, 0.184, 0.230, 0.214, 0.232, 0.239, 0.236, 0.230]
}